No. 1
An isolated molecule of C2H3FO2S at a distorted geometry, computed with ωB97M-V with the def2-TZVPD basis set.

The calculation puts the HOMO energy (alpha / beta) at -10.4 / -10.4 eV. As for the calculated total energy: -19766.6514 eV. As for the SMILES: O=S(=O)=CCF. Its largest force on an atom is 3.70 eV/A. The calculation puts the HOMO-LUMO gap (alpha / beta) at 8.78 / 8.78 eV.

The geometry in ORCA input format:
```
! RIJCOSX wB97M-V def2-TZVPD def2/J DEFGRID3
* xyz 0 1
O -2.644 0.689 0.381
S -1.467 -0.032 0.075
O -1.638 -1.160 -0.754
C 0.016 0.859 -0.052
C 1.148 -0.268 -0.242
F 1.381 -0.778 1.088
H 0.212 1.427 0.862
H 2.229 0.287 -0.396
H 0.764 -1.024 -0.963
*
```

No. 2
An isolated molecule of C5H14N2O2 at a distorted geometry, computed with ωB97M-V with the def2-TZVPD basis set.

The calculation puts the HOMO energy at -8.6 eV. As for the calculated total energy: -12484.3296 eV. As for the SMILES: CN[C@@H](O)N(O)C(C)C. Its largest force on an atom is 5.57 eV/A. The calculation puts the HOMO-LUMO gap at 9.50 eV.

The geometry in ORCA input format:
```
! RIJCOSX wB97M-V def2-TZVPD def2/J DEFGRID3
* xyz 0 1
C -2.888 0.935 1.187
N -2.178 -0.244 0.734
C -0.533 -0.093 0.644
O -0.092 -0.917 1.652
N -0.281 -0.563 -0.653
O -0.855 0.367 -1.590
C 1.412 -0.398 -0.881
C 1.915 1.036 -0.941
C 2.257 -1.264 0.035
H -2.942 1.716 0.415
H -2.411 1.357 2.078
H -3.930 0.692 1.434
H -2.543 -0.510 -0.178
H -0.249 0.943 0.836
H -0.542 -1.757 1.459
H -1.253 -0.231 -2.244
H 1.456 -0.823 -1.888
H 2.953 1.062 -1.300
H 1.903 1.521 0.039
H 1.328 1.640 -1.639
H 1.847 -2.274 0.129
H 3.275 -1.366 -0.364
H 2.352 -0.829 1.035
*
```

No. 3
A cluster of 2 separate species, C8H19FNO4 in total at a distorted geometry, computed with ωB97M-V with the def2-TZVPD basis set.

The calculation puts the HOMO energy at -12.6 eV. As for the calculated total energy: -20989.2704 eV. Its largest force on an atom is 3.87 eV/A. The calculation puts the HOMO-LUMO gap at 8.67 eV.

The geometry in ORCA input format:
```
! RIJCOSX wB97M-V def2-TZVPD def2/J DEFGRID3
* xyz 1 1
C 0.199 0.609 0.804
O -0.243 1.125 -0.500
C -1.576 0.633 -0.880
C -2.580 1.929 -1.039
C -3.433 2.242 0.326
C -4.377 1.009 0.854
N -5.163 0.296 -0.224
F -4.851 -1.036 -0.168
H 1.360 0.396 0.712
H 0.052 1.442 1.639
H -0.315 -0.383 1.151
H -1.483 0.160 -1.968
H -2.047 -0.152 -0.151
H -3.313 1.763 -1.963
H -1.867 2.870 -1.208
H -2.625 2.434 1.183
H -4.056 3.238 0.236
H -5.176 1.475 1.607
H -3.711 0.288 1.522
H -5.086 0.709 -1.180
H -6.193 0.359 0.035
C 3.054 -1.926 -1.713
O 4.392 -2.212 -1.309
C 4.702 -1.780 -0.060
O 3.951 -1.193 0.702
O 5.992 -2.115 0.192
C 6.459 -1.720 1.481
H 2.917 -2.316 -2.726
H 2.337 -2.424 -1.053
H 2.879 -0.846 -1.734
H 5.878 -2.209 2.269
H 6.421 -0.631 1.588
H 7.501 -2.038 1.574
*
```

No. 4
A structure of composition C21H19N2O5V at a distorted geometry, computed with ωB97M-V with the def2-TZVPD basis set.

The calculation puts the HOMO energy (alpha / beta) at -11.8 / -11.8 eV. As for the calculated total energy: -60986.8006 eV. Its largest force on an atom is 3.07 eV/A. The calculation puts the HOMO-LUMO gap (alpha / beta) at 7.69 / 7.72 eV. The expectation value of S² is 0.759.

The geometry in ORCA input format:
```
! RIJCOSX wB97M-V def2-TZVPD def2/J DEFGRID3
* xyz 1 2
V -0.450 -0.012 -0.120
O -1.715 -1.077 -1.982
C -0.755 -1.803 -2.764
C 0.102 -2.654 -1.861
N 0.821 -1.838 -0.853
C 2.024 -1.200 -1.413
C 1.615 0.139 -2.014
O 2.011 0.629 -3.010
O 0.643 0.697 -1.210
C 0.948 -2.585 0.413
C -0.400 -2.518 1.125
O -0.828 -3.318 1.881
O -1.057 -1.373 0.760
H -2.437 -1.669 -1.735
H -0.173 -1.058 -3.304
H -1.246 -2.429 -3.509
H 0.813 -3.236 -2.454
H -0.537 -3.358 -1.328
H 2.517 -1.800 -2.175
H 2.734 -0.996 -0.611
H 1.689 -2.103 1.052
H 1.226 -3.629 0.278
C 1.657 1.015 3.560
C 0.584 1.554 4.255
C -0.649 1.702 3.633
C -0.796 1.300 2.313
C 0.278 0.734 1.608
C 1.501 0.594 2.240
C -2.020 1.541 1.521
C -3.243 1.984 2.051
C -4.247 2.329 1.200
C -4.053 2.296 -0.200
C -5.029 2.762 -1.110
C -4.781 2.747 -2.451
C -3.545 2.264 -2.930
C -2.590 1.794 -2.072
C -2.834 1.799 -0.687
N -1.860 1.368 0.202
H 2.621 0.922 4.045
H 0.710 1.875 5.281
H -1.472 2.150 4.175
H 2.357 0.174 1.721
H -3.374 2.036 3.122
H -5.204 2.658 1.591
H -5.964 3.148 -0.722
H -5.520 3.120 -3.148
H -3.344 2.276 -3.993
H -1.636 1.455 -2.448
*
```